Computed, not measured: 2 unconnected molecules or ions with the total composition C2H2Cl3NSi in a non-equilibrium geometry, with ωB97M-V/def2-TZVPD.

As for the max |F|: 4.78 eV/Å. Its orbital gap (alpha / beta) is 0.255 / 0.255 Eh. As for the spin multiplicity: 1. The net charge is 0. For the energy above the lowest of the compared OMol25 structures with the same formula, charge and spin, the calculation gives 475.8 kJ/mol.

Structure (XYZ):
```
9
Properties=species:S:1:pos:R:3:forces:R:3:lowdin_charge:R:1
C -0.187 -2.699 0.318 -0.8 4.7 -0.3 -0.229
C -0.321 0.070 -0.127 0.1 -4.0 1.1 0.038
N 0.096 -3.772 0.074 0.6 -2.5 -0.4 -0.049
Si -2.202 -0.117 -0.083 -0.8 1.5 1.0 -0.688
Cl -3.087 1.849 0.061 1.0 -1.5 -0.2 0.202
Cl -2.870 -0.952 -1.772 0.0 -0.2 0.0 0.371
Cl -2.717 -0.999 1.698 0.1 0.3 -0.8 0.314
H 0.314 -0.026 -1.014 -0.1 0.6 0.2 0.038
H 0.147 -0.252 0.836 0.1 1.2 -0.6 0.002
```
Forces are in eV/Å.